Formula: C20H79N5O17
Source: the OMol25 dataset
Level of theory: ωB97M-V with the def2-TZVPD basis set

XYZ file:
```
121
C20H79N5O17 | the OMol25 dataset | ωB97M-V with the def2-TZVPD basis set
C 30.5446 -15.9407 8.2005
C 32.0325 -15.8512 8.6246
C 33.0111 -16.6859 7.7403
O 32.6070 -18.0207 7.7242
C 33.0675 -18.7968 8.8175
N 32.3608 -14.4238 8.5387
H 30.2548 -16.9684 8.4193
H 30.4312 -15.7500 7.1333
H 29.9302 -15.3141 8.8471
H 32.1728 -16.0460 9.6878
H 34.0245 -16.5842 8.1287
H 33.0232 -16.2299 6.7503
H 32.6937 -19.7859 8.5530
H 32.6210 -18.4950 9.7650
H 34.1276 -18.8507 9.0653
H 33.3517 -14.3025 8.6923
H 32.0311 -14.0418 9.4136
C 22.5984 -17.7496 -2.9973
C 22.6867 -19.2707 -3.3789
C 23.5793 -19.4137 -4.6936
O 23.6527 -20.7100 -5.1036
C 24.4654 -20.8786 -6.3069
N 23.2445 -19.9420 -2.2391
H 22.1556 -17.1665 -3.8047
H 23.6218 -17.4094 -2.8391
H 21.9740 -17.6507 -2.1093
H 21.6798 -19.6278 -3.5952
H 24.5302 -18.9084 -4.5248
H 23.1116 -18.8508 -5.5013
H 24.4300 -21.9362 -6.5683
H 25.5097 -20.6080 -6.1514
H 24.1564 -20.2852 -7.1675
H 22.5512 -19.9231 -1.5048
H 23.5004 -20.8818 -2.5062
C 27.9105 -11.5269 -7.7096
C 27.3237 -11.8764 -6.3538
C 26.4939 -13.0721 -6.4907
O 25.3864 -12.9155 -7.3355
C 24.3740 -12.0746 -6.7930
N 28.3692 -12.1656 -5.3336
H 28.4969 -10.6091 -7.6663
H 27.1631 -11.4179 -8.4954
H 28.6061 -12.3157 -7.9960
H 26.7529 -11.0561 -5.9187
H 26.1328 -13.4088 -5.5189
H 27.0711 -13.9543 -6.7675
H 24.0070 -12.3538 -5.8054
H 23.5178 -12.2250 -7.4506
H 24.5733 -11.0061 -6.8745
H 27.9680 -12.1108 -4.4083
H 28.7093 -13.1156 -5.3765
C 39.0067 -15.5867 3.9288
C 39.8282 -15.2820 2.6636
C 38.9657 -14.6367 1.5428
O 39.7037 -14.5950 0.3125
C 38.9620 -13.8881 -0.6893
N 40.9013 -14.4692 3.0859
H 39.5271 -16.1738 4.6854
H 38.0877 -16.0530 3.5737
H 38.7239 -14.6586 4.4255
H 40.1846 -16.2563 2.3291
H 38.6901 -13.6591 1.9381
H 38.0143 -15.1667 1.4981
H 37.9217 -14.2084 -0.7470
H 39.3652 -13.8785 -1.7020
H 38.9508 -12.8843 -0.2647
H 40.5678 -13.5442 3.3168
H 41.2559 -14.8765 3.9394
C 31.1668 -8.5669 0.9217
C 31.1660 -10.1525 1.1096
C 29.7678 -10.7462 1.4125
O 28.9815 -10.8542 0.2768
C 27.6077 -11.2013 0.3878
N 31.8412 -10.7664 0.0064
H 30.8162 -8.1445 -0.0200
H 32.2085 -8.2968 1.0949
H 30.5412 -8.1660 1.7191
H 31.7634 -10.2587 2.0150
H 29.2910 -10.1159 2.1631
H 29.8301 -11.7182 1.9018
H 27.0544 -11.0094 -0.5314
H 27.0602 -10.6502 1.1524
H 27.3627 -12.2443 0.5884
H 32.6055 -10.2457 -0.3997
H 31.0714 -10.6776 -0.6413
O 34.2590 -5.8862 -3.7725
H 33.3448 -6.1582 -3.8534
H 34.2528 -4.9549 -3.9934
O 25.2288 -9.5901 7.5286
H 25.0974 -9.8934 8.4269
H 26.1780 -9.5034 7.4409
O 24.4684 -18.0145 2.3422
H 23.5939 -17.7198 2.5963
H 24.3289 -18.5137 1.5375
O 20.8178 -10.6555 0.7220
H 21.0945 -9.8047 0.3816
H 20.7723 -10.5314 1.6700
O 32.7781 -15.6941 -0.1279
H 32.9355 -14.7734 0.0811
H 31.9375 -15.8934 0.2842
O 29.7655 -9.4720 7.6285
H 30.1150 -10.3339 7.4020
H 30.0873 -9.3080 8.5150
O 30.0688 -7.2070 -4.2248
H 29.6334 -8.0248 -4.4652
H 29.4146 -6.7270 -3.7172
O 30.7953 -4.9910 7.1487
H 30.4478 -5.8828 7.1338
H 30.7161 -4.7179 8.0627
O 28.5721 -17.1936 1.0929
H 28.9564 -17.7920 1.7335
H 27.6360 -17.1971 1.2927
O 21.5524 -10.2107 5.1721
H 20.9202 -10.0166 5.8642
H 22.4062 -10.0637 5.5790
O 33.0021 -2.5787 3.5744
H 32.5518 -3.0723 4.2599
H 33.9130 -2.8673 3.6298
O 33.9868 -12.9942 -5.7981
H 34.7385 -12.4016 -5.7865
H 33.2303 -12.4249 -5.6574
```

F_max   2.72 eV/A
M   661.87 g mol⁻¹
Relative energy (zero: lowest compared OMol25 entry of this formula, charge and spin)   184.6 kJ/mol

These are the Löwdin partial charges, in e, on atoms 1 to 2: number 1, C, carries -0.052; number 2, C, carries -0.431

***

Formula: C20H80O20
Source: the OMol25 dataset
Level of theory: ωB97M-V with the def2-TZVPD basis set

XYZ file:
```
120
C20H80O20 | the OMol25 dataset | ωB97M-V with the def2-TZVPD basis set
C 5.8938 -0.0250 -1.2816
O 6.9332 -0.3566 -0.3061
H 5.2509 -0.8455 -1.6004
H 5.2854 0.8301 -0.9870
H 6.2682 0.4031 -2.2115
H 7.6162 -0.8507 -0.7653
C 3.9657 0.9019 -4.8971
O 3.8880 -0.2730 -5.8038
H 4.7124 0.7249 -4.1231
H 4.2568 1.8176 -5.4118
H 3.0305 1.1049 -4.3753
H 3.6460 0.0513 -6.6744
C 0.8505 2.3877 -5.5245
O -0.2232 2.4798 -6.4351
H 1.2104 3.3869 -5.2794
H 0.5411 1.9366 -4.5816
H 1.8073 1.9715 -5.8397
H 0.0760 2.9597 -7.2108
C -4.2575 -0.6603 4.3100
O -4.7327 -1.1760 3.0723
H -4.1753 0.4265 4.3247
H -4.9553 -0.9436 5.0979
H -3.2791 -1.0366 4.6088
H -5.6770 -1.0213 2.9951
C -1.5771 -3.6344 4.3795
O -0.2741 -3.7822 3.9494
H -2.1198 -4.2653 3.6756
H -1.7900 -3.8532 5.4259
H -1.9458 -2.6411 4.1236
H -0.1510 -3.3013 3.1277
C -1.6604 2.8169 -1.8912
O -1.6915 1.5837 -2.4139
H -0.8154 2.8667 -1.2045
H -1.5236 3.5516 -2.6848
H -2.5571 2.8142 -1.2715
H -2.4575 1.5018 -2.9867
C 3.2103 -0.5400 4.9867
O 3.3651 0.9200 5.2212
H 4.1952 -0.9932 4.8738
H 2.8740 -1.0207 5.9054
H 2.5900 -0.8220 4.1360
H 3.2924 1.0457 6.1702
C 3.5254 2.8154 1.6385
O 4.5412 3.6162 2.2326
H 2.7294 3.4732 1.2894
H 3.9445 2.4765 0.6910
H 3.1270 2.0458 2.2996
H 5.3231 3.0616 2.1803
C -2.0455 -3.7843 -4.5203
O -1.8576 -5.1752 -4.5183
H -1.6341 -3.4777 -5.4820
H -3.0836 -3.4941 -4.6822
H -1.5786 -3.3246 -3.6493
H -0.9699 -5.3855 -4.2192
C 0.2758 0.3374 1.0197
O 0.7393 -0.5395 0.0704
H 0.6318 0.0464 2.0080
H 0.6523 1.2861 0.6373
H -0.8106 0.2533 1.0472
H 0.8802 -0.1497 -0.7955
C 2.0317 2.3360 -1.8191
O 1.2780 1.2091 -2.1064
H 1.9550 3.0546 -2.6351
H 1.7227 2.8546 -0.9115
H 3.0477 2.0386 -1.5595
H 0.3694 1.4287 -2.3251
C -5.0724 3.1608 2.0005
O -6.1764 2.6165 2.6387
H -5.2872 4.2139 1.8189
H -4.1835 3.0624 2.6235
H -5.0117 2.6117 1.0608
H -6.2413 3.1677 3.4220
C -1.5978 -2.6705 1.1011
O -0.3589 -2.4596 1.7762
H -1.4414 -2.3916 0.0591
H -2.0231 -3.6651 1.2353
H -2.2989 -1.8810 1.3716
H 0.1245 -1.7742 1.3093
C 0.1097 -0.9804 -5.9965
O -0.7246 -0.7582 -7.0810
H 1.0985 -0.7029 -6.3616
H -0.1522 -0.3669 -5.1345
H 0.0956 -2.0255 -5.6872
H -0.6199 0.1886 -7.1998
C -0.4186 2.3203 4.0524
O 0.0745 3.0384 5.1648
H -0.7865 2.8753 3.1895
H 0.2868 1.5544 3.7299
H -1.3784 1.9686 4.4307
H 0.1415 2.3950 5.8742
C -6.2088 -1.5908 0.0512
O -7.3817 -1.3751 0.7371
H -6.2851 -1.6332 -1.0353
H -5.5324 -0.7709 0.2930
H -5.7674 -2.4497 0.5567
H -7.1319 -0.8466 1.4987
C 1.8743 -2.5298 -2.8997
O 2.9606 -3.2101 -2.2981
H 2.2718 -1.5807 -3.2591
H 1.5779 -3.2465 -3.6656
H 1.0843 -2.3871 -2.1624
H 3.0190 -2.9320 -1.3811
C 0.3317 -5.6977 -2.0184
O 0.5059 -5.7197 -3.4325
H 1.0274 -4.9570 -1.6242
H -0.6471 -5.3893 -1.6510
H 0.5179 -6.7334 -1.7343
H 1.3436 -6.1821 -3.5098
C 0.0112 -0.3235 6.5269
O 0.4568 1.0237 6.8225
H -1.0083 -0.6066 6.7890
H -0.0732 -0.4715 5.4503
H 0.6781 -1.1083 6.8839
H 1.2858 0.8528 7.2755
C 0.1316 5.6353 1.5378
O -0.5649 4.7503 0.7056
H 1.1176 5.1716 1.5077
H 0.2471 6.6243 1.0945
H -0.2173 5.7864 2.5594
H -1.4729 4.9552 0.4706
```

F_max   4.28 eV/A
M   640.84 g mol⁻¹
Relative energy (zero: lowest compared OMol25 entry of this formula, charge and spin)   1087.4 kJ/mol

These are the Löwdin partial charges, in e, on atoms 1 to 2: number 1, C, carries -0.140; number 2, O, carries -0.114

***

What is the formula in the second record? C20H80O20